(1)
C4H8FOP | ωB97M-V/def2-TZVPD

Each line ends with the natural charge from an NBO analysis.
CARTESIAN COORDINATES (ANGSTROEM)
C 0.910 1.055 -0.505  -0.1220
C -0.279 1.075 0.240  -0.6442
C 2.226 0.981 0.222  -0.6504
C -1.283 -1.517 -0.027  -0.2795
O -1.607 -2.960 -0.369  -0.7000
F -2.809 1.033 0.644  -0.5815
P -1.802 0.706 -0.559  1.0630
H 0.630 1.015 -1.537  0.2053
H -0.293 1.194 1.319  0.2250
H 1.912 1.131 1.323  0.2268
H 2.923 1.737 -0.154  0.2259
H 2.763 0.098 -0.013  0.2328
H -1.564 -2.867 -1.284  0.4585
H -0.242 -1.180 -0.334  0.1620
H -1.485 -1.501 1.034  0.1785

Computed properties:
Gap between HOMO and LUMO (alpha / beta), Eh: 0.311 / 0.311
Highest occupied orbital energy (alpha / beta), eV: -8.360 / -8.360
Energy above the lowest of the compared OMol25 structures with the same formula, charge and spin, kcal/mol: 86.9
2S+1: 1



(2)
C4H8INS | ωB97M-V/def2-TZVPD

Each line ends with the natural charge from an NBO analysis.
CARTESIAN COORDINATES (ANGSTROEM)
C 0.321 2.145 -1.273  -0.0963
C 0.958 -0.688 -0.619  -0.6442
C -1.137 -0.503 0.879  -0.6229
C -0.443 -0.154 -0.477  0.0744
N -0.416 1.246 -0.579  -0.6366
S -0.099 3.715 -1.420  -0.1250
I -1.659 -0.965 -1.985  0.0711
H 1.268 1.984 -1.875  0.2324
H 1.458 -0.536 -1.547  0.2311
H 0.772 -1.639 -0.314  0.2227
H 1.587 -0.186 0.136  0.2172
H -2.106 -0.093 0.848  0.2179
H -0.608 -0.034 1.680  0.2188
H -1.235 -1.534 1.101  0.2271
H -1.348 1.791 -0.296  0.4124

Computed properties:
Gap between HOMO and LUMO, Eh: 0.320
Highest occupied orbital energy, eV: -8.588
Energy above the lowest of the compared OMol25 structures with the same formula, charge and spin, kcal/mol: 12.0
2S+1: 1
SMILES: CC(C)(I)NC=S



(3)
C4H8INS | ωB97M-V/def2-TZVPD

Each line ends with the natural charge from an NBO analysis.
CARTESIAN COORDINATES (ANGSTROEM)
C 1.543 0.203 1.211  0.0647
C -2.185 -0.592 -0.806  -0.6123
C -0.702 -0.689 -0.915  -0.5658
C 0.128 0.428 -1.222  -0.2289
N 2.439 0.907 1.881  -0.7757
S 1.091 -1.375 1.450  -0.0070
I -0.618 2.415 -0.835  0.0592
H -2.553 -1.522 -0.672  0.2117
H -2.583 0.073 -0.017  0.2167
H -2.692 -0.117 -1.686  0.2081
H -0.202 -0.927 0.181  0.2368
H -0.334 -1.664 -1.535  0.2218
H 1.166 0.523 -1.512  0.2006
H 2.537 1.807 1.701  0.3867
H 2.964 0.531 2.776  0.3835

Computed properties:
Gap between HOMO and LUMO (alpha / beta), Eh: 0.258 / 0.272
Highest occupied orbital energy (alpha / beta), eV: -6.442 / -9.089
Energy above the lowest of the compared OMol25 structures with the same formula, charge and spin, kcal/mol: 24.1
2S+1: 3



(4)
C4H8IP | ωB97M-V/def2-TZVPD

Each line ends with the natural charge from an NBO analysis.
CARTESIAN COORDINATES (ANGSTROEM)
C -0.895 -0.546 0.127  -0.3812
C 0.543 -1.108 0.023  -0.5498
C -0.900 0.819 0.713  -0.7248
C 1.438 -0.260 -0.661  -0.2991
P -0.084 2.193 -0.211  0.3573
I 3.473 -0.180 0.042  0.1291
H -1.196 -0.586 -0.924  0.1942
H -1.469 -1.192 0.648  0.2090
H 0.809 -1.279 1.125  0.2225
H 0.546 -2.140 -0.514  0.2384
H -1.840 1.240 0.699  0.2306
H -0.612 0.712 1.825  0.2212
H 1.267 0.264 -1.651  0.2261
H -1.080 2.062 -1.240  -0.0735

Computed properties:
Gap between HOMO and LUMO (alpha / beta), Eh: 0.268 / 0.290
Highest occupied orbital energy (alpha / beta), eV: -7.920 / -8.032
Energy above the lowest of the compared OMol25 structures with the same formula, charge and spin, kcal/mol: 61.3
2S+1: 1



(5)
C4H8N | ωB97M-V/def2-TZVPD

Each line ends with the Mulliken charge.
CARTESIAN COORDINATES (ANGSTROEM)
C 1.348 0.769 0.726  -0.1933
C 1.424 0.823 -0.624  -0.2214
C 0.698 -0.222 -0.029  0.5724
C 0.196 -1.568 -0.081  -1.0157
N -1.579 0.768 0.020  -0.7425
H 1.583 1.178 1.682  0.3954
H 1.770 1.304 -1.510  0.3946
H -0.169 -1.840 -1.067  0.3108
H -0.566 -1.742 0.678  0.3383
H 1.038 -2.223 0.177  0.3673
H -1.831 1.151 0.924  0.2616
H -2.281 0.082 -0.236  0.2600
H -1.630 1.520 -0.659  0.2724

Computed properties:
Net charge: +1
Gap between HOMO and LUMO, Eh: 0.395
Highest occupied orbital energy, eV: -14.859
Energy above the lowest of the compared OMol25 structures with the same formula, charge and spin, kcal/mol: 32.0
2S+1: 1



(6)
C4H8N | ωB97M-V/def2-TZVPD

Each line ends with the natural charge from an NBO analysis.
CARTESIAN COORDINATES (ANGSTROEM)
C 1.040 -0.983 -0.300  -0.2471
C 0.729 0.726 1.003  -0.2442
C 1.149 0.448 -0.353  0.0980
C -1.418 -0.020 -0.052  -0.4319
N -0.065 -0.147 0.113  -0.2202
H 1.009 -1.550 -1.275  0.2694
H 1.763 -1.505 0.352  0.2495
H 1.391 0.504 1.801  0.2569
H 0.288 1.750 1.058  0.2477
H 0.738 1.544 -1.713  0.2488
H -1.458 0.903 -0.672  0.2369
H -1.995 -0.944 -0.534  0.2795
H -1.845 0.104 0.973  0.2568

Computed properties:
Net charge: +1
Gap between HOMO and LUMO, Eh: 0.415
Highest occupied orbital energy, eV: -16.538
Energy above the lowest of the compared OMol25 structures with the same formula, charge and spin, kcal/mol: 131.9
2S+1: 1



Number 1: total energy -673.56322 a.u.. Number 2: total energy -907.81014 a.u.. Number 3: total energy -907.64742 a.u.. Number 4: total energy -796.11599 a.u.. Number 5: total energy -211.62013 a.u.. Number 6: total energy -211.46088 a.u..